Molecular formula: C22H21Cl2F7N4O3PRe
Method: DFT, ωB97M-V/def2-TZVPD

Its HOMO energy is -0.5017 Ha. For the maximum force, the calculation gives 0.117 eV/Å. The total charge is +2. As for the total energy: -90736.50487 eV.

Each line ends with the Löwdin charge.
Cartesian coordinates (Å):
Re -3.729 -0.971 -0.203  1.60
C 1.947 1.955 4.056  -0.05
C 1.866 0.484 3.688  -0.16
N 0.909 0.240 2.582  0.00
C -0.324 -0.138 2.883  0.07
C -1.329 -0.357 1.955  0.00
C -2.677 -0.701 2.546  -0.52
O -2.768 -0.901 3.725  0.14
O -3.727 -0.692 1.740  -0.19
C -1.024 -0.199 0.607  -0.22
O -1.836 -0.413 -0.382  -0.17
C 0.304 0.243 0.256  -0.03
C 0.635 0.465 -1.092  0.11
C 1.888 0.898 -1.398  -0.18
F 2.222 1.121 -2.678  0.10
C 2.868 1.131 -0.414  -0.15
C 2.546 0.912 0.903  0.09
C 1.260 0.466 1.258  -0.09
N 4.180 1.596 -0.749  -0.10
C 4.205 2.935 -1.336  -0.14
C 5.629 3.453 -1.352  -0.08
N 6.494 2.495 -2.130  0.07
C 6.414 1.100 -1.568  -0.08
C 4.965 0.655 -1.545  -0.14
H 2.657 2.085 4.871  0.09
H 0.978 2.322 4.390  0.09
H 2.275 2.569 3.217  0.07
H 1.513 -0.107 4.530  0.13
H 2.829 0.070 3.396  0.12
H -0.560 -0.282 3.931  0.16
H -0.101 0.302 -1.867  0.15
H 3.307 1.103 1.645  0.13
H 3.608 3.611 -0.725  0.15
H 3.790 2.954 -2.354  0.14
H 6.047 3.501 -0.348  0.14
H 5.699 4.429 -1.828  0.14
H 7.463 2.818 -2.129  0.19
H 6.192 2.484 -3.108  0.19
H 6.832 1.146 -0.564  0.14
H 7.026 0.452 -2.192  0.14
H 4.924 -0.331 -1.086  0.15
H 4.589 0.559 -2.574  0.14
Cl -6.268 -1.525 -0.028  0.87
C -6.081 -3.255 -0.207  -0.51
C -7.139 -4.129 -0.194  -0.06
C -6.846 -5.482 -0.344  -0.03
C -5.543 -5.933 -0.499  -0.06
C -4.489 -5.033 -0.506  -0.60
Cl -2.864 -5.555 -0.694  0.75
C -4.759 -3.678 -0.361  -0.37
N -3.821 -2.664 -0.338  -0.14
H -8.154 -3.780 -0.071  0.13
H -7.656 -6.199 -0.339  0.13
H -5.337 -6.988 -0.613  0.12
F -3.777 -0.256 -2.216  -0.28
P -4.471 1.366 -2.183  0.27
F -4.335 1.500 -3.715  -0.03
F -5.862 0.643 -2.213  -0.10
F -5.084 2.740 -1.820  -0.03
F -4.498 0.924 -0.346  -0.34
F -3.002 1.845 -1.869  -0.09

Molecular formula: C3H7NO4
Method: DFT, ωB97M-V/def2-TZVPD

Its HOMO energy is -0.3535 Ha. For the maximum force, the calculation gives 4.478 eV/Å. As for the total energy: -12899.59178 eV. The energy relative to the best compared isomer or geometry (same formula, charge and spin) comes out at 6.395 eV.

Each line ends with the Löwdin charge.
Cartesian coordinates (Å):
O -0.448 1.466 -0.690  0.10
C -0.697 0.285 -0.567  -0.58
O -0.245 -0.720 -1.255  0.16
N -1.818 -0.153 0.254  -0.19
O -1.996 -1.463 0.605  0.03
O -3.001 0.491 -0.191  -0.04
H 0.540 -0.606 -1.787  0.13
H -2.365 -2.015 -0.120  0.12
H -3.305 1.409 0.331  0.21
C 2.588 -0.208 0.270  -0.09
C 1.832 0.678 0.803  -0.08
H 3.669 -0.230 0.189  0.06
H 2.187 -1.143 -0.029  0.03
H 2.290 1.627 1.138  0.08
H 0.767 0.580 1.048  0.05

Molecular formula: C43H37AsCl5F6N3O3P2PtS
Method: DFT, ωB97M-V/def2-TZVPD

Its HOMO energy (alpha / beta) is -0.3793 / -0.4144 Ha. For the maximum force, the calculation gives 2.200 eV/Å. The total charge is +1. Its expectation value of S² is 3.7812. Its spin multiplicity is 4. As for the total energy: -228213.73445 eV. The energy relative to the best compared isomer or geometry (same formula, charge and spin) comes out at 3.332 eV.

Each line ends with the Löwdin charge.
Cartesian coordinates (Å):
Pt -0.191 -0.079 0.107  1.05
C 2.692 -2.546 2.326  -0.12
N 1.683 -1.679 1.735  -0.47
P 2.005 -0.800 0.308  0.89
C 3.503 0.136 0.758  -0.31
C 3.379 1.201 1.643  -0.08
C 4.510 1.859 2.092  -0.06
C 5.762 1.464 1.648  -0.06
C 5.884 0.406 0.763  -0.06
C 4.760 -0.271 0.324  -0.07
C 2.494 -1.845 -1.080  -0.36
C 2.424 -3.229 -1.141  -0.10
C 2.706 -3.866 -2.340  -0.06
C 3.003 -3.128 -3.474  -0.05
C 3.057 -1.743 -3.416  -0.06
C 2.810 -1.100 -2.222  -0.12
P 0.340 -1.012 2.568  1.03
C 1.059 -0.036 3.943  -0.34
C 0.814 1.334 3.982  -0.12
C 1.389 2.117 4.967  -0.06
C 2.219 1.536 5.913  -0.06
C 2.442 0.167 5.894  -0.06
C 1.862 -0.626 4.917  -0.10
C -0.648 -2.344 3.289  -0.33
C -0.898 -2.402 4.660  -0.10
C -1.765 -3.360 5.150  -0.07
C -2.398 -4.244 4.287  -0.08
C -2.175 -4.163 2.920  -0.08
C -1.323 -3.196 2.418  -0.11
H 3.359 -2.894 1.536  0.08
H 2.208 -3.413 2.776  0.08
H 3.296 -2.031 3.079  0.08
H 2.397 1.514 1.968  0.08
H 4.412 2.682 2.783  0.11
H 6.647 1.982 1.989  0.11
H 6.857 0.099 0.408  0.11
H 4.852 -1.106 -0.354  0.11
H 2.130 -3.815 -0.281  0.07
H 2.673 -4.945 -2.386  0.11
H 3.185 -3.639 -4.406  0.11
H 3.272 -1.171 -4.305  0.11
H 2.847 -0.020 -2.156  0.09
H 0.191 1.791 3.227  0.08
H 1.193 3.179 4.988  0.12
H 2.694 2.144 6.667  0.11
H 3.067 -0.293 6.644  0.11
H 2.023 -1.694 4.924  0.10
H -0.418 -1.714 5.339  0.09
H -1.947 -3.417 6.213  0.11
H -3.068 -4.988 4.696  0.10
H -2.658 -4.839 2.231  0.09
H -1.189 -3.101 1.350  0.04
Cl -2.174 2.791 -1.412  0.65
C -0.438 2.994 -1.108  -0.96
Cl 0.457 1.735 -1.958  0.65
C -0.224 2.930 0.446  -0.76
O -0.244 3.972 1.049  0.09
O -0.058 1.787 0.977  -0.28
H -0.132 3.971 -1.481  0.08
Cl -2.602 3.158 6.989  0.72
C -3.410 2.157 5.852  -0.66
C -2.726 1.100 5.265  -0.08
C -3.376 0.306 4.340  -0.02
C -4.696 0.552 3.975  -0.19
C -5.356 -0.307 2.916  -0.27
C -5.442 0.490 1.580  -0.05
N -4.317 0.178 0.747  -0.06
C -4.300 -0.734 -0.266  -0.03
C -3.015 -0.814 -0.709  -0.10
N -2.256 0.028 0.044  -0.13
C -3.061 0.613 0.914  -0.15
O -6.649 -0.731 3.292  -0.15
C -6.812 -2.123 3.474  -0.13
C -6.594 -2.912 2.209  -0.25
C -7.284 -2.694 1.033  -0.86
Cl -8.545 -1.580 0.804  0.87
S -6.733 -3.727 -0.260  1.12
C -5.596 -4.453 0.787  -0.24
C -5.633 -3.928 2.051  -0.04
C -5.365 1.622 4.576  -0.58
Cl -6.988 1.988 4.145  0.79
C -4.730 2.421 5.516  -0.11
H -1.700 0.907 5.531  0.10
H -2.844 -0.518 3.889  0.10
H -4.719 -1.185 2.737  0.15
H -5.474 1.562 1.782  0.13
H -6.363 0.207 1.070  0.11
H -5.180 -1.236 -0.607  0.10
H -2.598 -1.434 -1.480  0.11
H -2.774 1.351 1.640  0.15
H -7.845 -2.225 3.821  0.15
H -6.134 -2.489 4.257  0.15
H -4.930 -5.206 0.410  0.11
H -5.013 -4.285 2.852  0.12
H -5.257 3.244 5.972  0.11
F -0.280 -1.849 -0.740  -0.54
As -0.608 -4.733 -0.726  1.20
F -1.237 -5.033 -2.310  -0.30
F -2.472 -3.818 -0.428  -0.47
F -1.387 -5.984 0.108  -0.28
F 0.671 -4.511 1.128  -0.43
F 0.722 -5.819 -1.154  -0.32

Among the records above, which one has the highest maximum force?
C3H7NO4

Which value of maximum force does entry 1 give?
0.117 eV/Å

Among the records above, which one has the lowest maximum force?
C22H21Cl2F7N4O3PRe

Repeat the first record exactly.
Molecular formula: C22H21Cl2F7N4O3PRe
Method: DFT, ωB97M-V/def2-TZVPD

Its HOMO energy is -0.5017 Ha. For the maximum force, the calculation gives 0.117 eV/Å. The total charge is +2. As for the total energy: -90736.50487 eV.

Each line ends with the Löwdin charge.
Cartesian coordinates (Å):
Re -3.729 -0.971 -0.203  1.60
C 1.947 1.955 4.056  -0.05
C 1.866 0.484 3.688  -0.16
N 0.909 0.240 2.582  0.00
C -0.324 -0.138 2.883  0.07
C -1.329 -0.357 1.955  0.00
C -2.677 -0.701 2.546  -0.52
O -2.768 -0.901 3.725  0.14
O -3.727 -0.692 1.740  -0.19
C -1.024 -0.199 0.607  -0.22
O -1.836 -0.413 -0.382  -0.17
C 0.304 0.243 0.256  -0.03
C 0.635 0.465 -1.092  0.11
C 1.888 0.898 -1.398  -0.18
F 2.222 1.121 -2.678  0.10
C 2.868 1.131 -0.414  -0.15
C 2.546 0.912 0.903  0.09
C 1.260 0.466 1.258  -0.09
N 4.180 1.596 -0.749  -0.10
C 4.205 2.935 -1.336  -0.14
C 5.629 3.453 -1.352  -0.08
N 6.494 2.495 -2.130  0.07
C 6.414 1.100 -1.568  -0.08
C 4.965 0.655 -1.545  -0.14
H 2.657 2.085 4.871  0.09
H 0.978 2.322 4.390  0.09
H 2.275 2.569 3.217  0.07
H 1.513 -0.107 4.530  0.13
H 2.829 0.070 3.396  0.12
H -0.560 -0.282 3.931  0.16
H -0.101 0.302 -1.867  0.15
H 3.307 1.103 1.645  0.13
H 3.608 3.611 -0.725  0.15
H 3.790 2.954 -2.354  0.14
H 6.047 3.501 -0.348  0.14
H 5.699 4.429 -1.828  0.14
H 7.463 2.818 -2.129  0.19
H 6.192 2.484 -3.108  0.19
H 6.832 1.146 -0.564  0.14
H 7.026 0.452 -2.192  0.14
H 4.924 -0.331 -1.086  0.15
H 4.589 0.559 -2.574  0.14
Cl -6.268 -1.525 -0.028  0.87
C -6.081 -3.255 -0.207  -0.51
C -7.139 -4.129 -0.194  -0.06
C -6.846 -5.482 -0.344  -0.03
C -5.543 -5.933 -0.499  -0.06
C -4.489 -5.033 -0.506  -0.60
Cl -2.864 -5.555 -0.694  0.75
C -4.759 -3.678 -0.361  -0.37
N -3.821 -2.664 -0.338  -0.14
H -8.154 -3.780 -0.071  0.13
H -7.656 -6.199 -0.339  0.13
H -5.337 -6.988 -0.613  0.12
F -3.777 -0.256 -2.216  -0.28
P -4.471 1.366 -2.183  0.27
F -4.335 1.500 -3.715  -0.03
F -5.862 0.643 -2.213  -0.10
F -5.084 2.740 -1.820  -0.03
F -4.498 0.924 -0.346  -0.34
F -3.002 1.845 -1.869  -0.09